Entry 1:
The following is a DFT calculation (ωB97M-V/def2-TZVPD) of a 2-piece molecular cluster, C4H5ClN2S overall.

Computed properties:
Kohn-Sham gap (spin up / spin down): 8.003 / 8.453 eV
F_max: 0.044 Eh/bohr

```
! RIJCOSX wB97M-V def2-TZVPD def2/J DEFGRID3
* xyz 0 1
C -0.88568 0.23209 -1.47462
C -1.45004 2.31426 -1.14829
C -0.90255 0.24904 -0.09416
C -0.60635 -0.82675 0.86035
N -1.20321 1.41299 -2.01957
N 1.62562 -1.00916 0.13395
S -1.21826 1.83414 0.48400
Cl -1.05370 -2.41091 0.31885
H -0.68585 -0.68116 -2.04941
H -2.00893 3.27521 -1.24829
H -0.95537 -0.61892 1.86279
H 2.05386 -0.96529 1.06880
H 1.63786 -0.03831 -0.11392
*
```

natural (NBO) atomic charge list, values in e, 6 entries:
1. C -0.0263
2. C -0.1383
3. C -0.3346
4. C -0.1124
5. N -0.4149
6. N -0.7159

Entry 2:
The following is a DFT calculation (ωB97M-V/def2-TZVPD) of a 2-piece molecular cluster, C5H8O overall.

Computed properties:
SMILES: C=C/C=C\C=O.[H][H]
Kohn-Sham gap: 8.922 eV
F_max: 0.012 Eh/bohr

```
! RIJCOSX wB97M-V def2-TZVPD def2/J DEFGRID3
* xyz 0 1
O -1.81511 0.15243 -0.56371
C -1.04534 0.87284 -1.17130
C 0.41633 0.93839 -1.01182
C 1.24793 0.15843 -0.28835
C 1.05151 -1.07643 0.48056
C 0.00527 -1.90949 0.44134
H -1.38380 1.24575 1.69264
H -1.45443 1.59817 -1.90847
H -1.21428 1.76834 2.19503
H 0.86154 1.80000 -1.50531
H 2.28138 0.51183 -0.28114
H 1.90034 -1.34008 1.11162
H -0.87714 -1.70072 -0.15294
H 0.01499 -2.82682 1.02670
*
```

natural (NBO) atomic charge list, values in e, 6 entries:
1. O -0.5384
2. C 0.3920
3. C -0.3402
4. C -0.1021
5. C -0.2780
6. C -0.2919

Entry 3:
The following is a DFT calculation (ωB97M-V/def2-TZVPD) of C21H18BrClN4OPd as an isolated structure.

Computed properties:
Kohn-Sham gap (spin up / spin down): 7.645 / 5.823 eV
F_max: 0.023 Eh/bohr

```
! RIJCOSX wB97M-V def2-TZVPD def2/J DEFGRID3
* xyz 2 5
Pd 0.11134 -0.27474 0.13858
Br 5.63559 4.67942 0.89633
C 4.53663 3.27486 0.45145
C 5.10576 2.06721 -0.02443
C 4.29101 1.04837 -0.39074
C 2.85030 1.16259 -0.28966
O 2.13375 0.21796 -0.68444
C 2.29171 2.40691 0.23022
C 0.86456 2.68690 0.31938
N -0.09537 1.89727 0.03902
C -1.45072 2.34791 0.06420
C -1.82066 3.66537 0.00684
C -3.17388 4.04902 0.04723
C -4.15192 3.10196 0.11703
C -3.80851 1.73084 0.12367
C -4.78769 0.71180 0.13925
C -4.40765 -0.59507 0.09584
C -3.03724 -0.89245 0.04591
N -2.09658 0.02505 0.04781
C -2.45493 1.34739 0.09011
C 3.14180 3.42484 0.57041
H 6.18090 1.97727 -0.09776
H 4.68320 0.11563 -0.77281
H 0.62545 3.69653 0.65333
H -1.07237 4.43976 -0.10302
H -3.42912 5.09870 0.00634
H -5.19713 3.38416 0.14288
H -5.83567 0.98472 0.17674
H -5.13043 -1.39861 0.09467
H -2.70980 -1.92159 -0.00212
H 2.74337 4.36914 0.92126
Cl 1.39706 -2.61318 0.08663
C -0.28106 -2.58187 -0.31812
H -0.88569 -3.16168 0.36456
H -0.47519 -2.67627 -1.37836
C 0.79176 -1.42312 5.56434
N 0.36306 -0.67067 4.37764
C -0.35612 0.49918 4.37442
C -0.54640 0.83237 3.07174
N 0.05148 -0.12413 2.28361
C 0.59025 -1.01510 3.10245
H 0.49487 -0.86797 6.44835
H 1.87221 -1.53751 5.56392
H 0.31500 -2.39935 5.58161
H -0.66969 0.98408 5.28328
H -1.07702 1.67513 2.66265
H 1.13547 -1.89754 2.81176
*
```

natural (NBO) atomic charge list, values in e, 6 entries:
1. Pd 1.2224
2. Br 0.2773
3. C -0.0673
4. C -0.1989
5. C -0.1895
6. C 0.4731

Entry 4:
The following is a DFT calculation (ωB97M-V/def2-TZVPD) of a 7-piece molecular cluster, C24H66N7O9 overall.

Computed properties:
Kohn-Sham gap: 7.903 eV
F_max: 0.062 Eh/bohr

```
! RIJCOSX wB97M-V def2-TZVPD def2/J DEFGRID3
* xyz -1 1
N -2.51639 20.58804 8.96012
O -2.19240 20.63125 10.15226
O -2.00717 19.65755 8.35256
O -3.27333 21.37766 8.43328
C 2.41176 27.22796 7.14448
C 2.10279 26.09254 8.13593
C 0.89737 25.26296 7.73658
O 0.62165 24.16440 8.62564
C -0.53261 23.35366 8.27942
N 3.20950 25.19187 8.29922
H 2.35993 26.94404 6.09338
H 3.47352 27.46390 7.07300
H 1.75336 28.06605 7.37296
H 1.84338 26.59740 9.06648
H 1.03802 24.78749 6.76588
H 0.03489 25.92906 7.75944
H -0.75631 22.68115 9.10755
H -0.38948 22.68738 7.42873
H -1.39050 23.99511 8.07776
H 2.82914 24.42589 8.83653
H 3.31584 24.86531 7.34941
C -6.35032 22.80055 7.45063
C -5.72645 22.92650 6.08888
C -4.80345 24.14665 5.87849
O -4.49662 24.15992 4.51438
C -3.93518 25.35988 4.00367
N -5.03581 21.63751 6.01559
H -5.63701 23.03704 8.24017
H -6.91475 21.88477 7.62630
H -7.05210 23.63390 7.48451
H -6.51234 23.06620 5.34663
H -3.93503 24.15560 6.53717
H -5.44168 25.00545 6.08633
H -4.62098 26.15852 4.28643
H -3.89765 25.44086 2.91733
H -2.92597 25.48940 4.39460
H -4.28296 21.67674 5.34344
H -4.50905 21.49027 6.86468
C -3.52564 24.01097 10.84192
C -2.53376 25.16217 11.08973
C -3.15177 26.62874 11.04311
O -3.86177 26.87547 9.80363
C -3.05070 26.81351 8.65599
N -1.73681 24.90318 12.28953
H -3.87244 23.91105 9.81339
H -4.40218 24.08041 11.48609
H -3.00694 23.06176 10.97623
H -1.84784 25.07038 10.24760
H -2.38960 27.40334 11.12790
H -3.77757 26.76302 11.92539
H -2.79278 25.78914 8.38723
H -2.14338 27.39243 8.82837
H -3.54967 27.21986 7.77621
H -2.33652 24.77892 13.09266
H -1.31775 23.98435 12.27381
C -2.12905 14.70668 3.72264
C -1.93511 15.65900 4.86388
C -2.14588 17.13172 4.42652
O -1.97723 18.10930 5.49669
C -2.27529 19.34276 4.90192
N -2.83079 15.31782 5.95895
H -1.57352 15.02673 2.84113
H -3.16181 14.75535 3.37749
H -1.88101 13.67340 3.96533
H -0.92655 15.57445 5.26857
H -3.17215 17.15055 4.05976
H -1.45178 17.30809 3.60480
H -3.34038 19.51703 4.74933
H -1.72623 19.52147 3.97743
H -2.05171 20.14034 5.61042
H -3.72920 15.55832 5.56506
H -2.82166 14.30926 6.01204
C 1.52421 20.75550 10.34634
C 1.13318 19.45346 9.61486
C 2.28653 18.44948 9.54577
O 1.93343 17.31632 8.72930
C 3.14242 16.63953 8.37855
N 0.06363 18.83292 10.31663
H 2.32795 21.27116 9.82081
H 1.89342 20.60515 11.36082
H 0.70270 21.46668 10.43269
H 0.82546 19.63931 8.58586
H 2.49626 17.99199 10.51263
H 3.23212 18.85306 9.18373
H 2.97906 15.84074 7.65512
H 3.72911 16.16954 9.16787
H 3.89560 17.26492 7.89925
H -0.63891 19.55753 10.27832
H 0.26108 18.87051 11.30643
C -0.65238 21.65500 13.33946
C -1.53294 20.41928 13.67992
C -1.64423 20.18346 15.20677
O -0.33249 20.13935 15.79642
C -0.27348 20.03131 17.22102
N -2.86783 20.67127 13.10581
H -0.77087 21.96293 12.30060
H 0.42574 21.53637 13.44756
H -0.90711 22.48611 13.99709
H -1.15471 19.49909 13.23459
H -2.28736 19.32025 15.37813
H -2.15373 21.06603 15.59354
H -0.62731 19.04445 17.51936
H -0.87682 20.77436 17.74252
H 0.77569 20.06641 17.51448
H -3.03030 21.60463 13.45586
H -2.74288 20.72868 12.10521
*
```

Löwdin atomic charge list, values in e, 6 entries:
1. N -0.6168
2. O -0.0889
3. O 0.0117
4. O -0.0233
5. C -0.0628
6. C -0.4609

Entry 5:
The following is a DFT calculation (ωB97M-V/def2-TZVPD) of C30H27LaN10O9S3Se as an isolated structure.

Computed properties:
Kohn-Sham gap: 5.905 eV
F_max: 0.030 Eh/bohr

```
! RIJCOSX wB97M-V def2-TZVPD def2/J DEFGRID3
* xyz -2 1
La 0.17364 -0.13747 0.01439
O -4.62341 0.55567 0.83338
C -3.37877 0.66434 0.81249
N -2.44816 -0.26672 0.68282
C -2.83107 -1.62140 0.60011
C -4.06994 -2.10541 0.15904
C -4.29366 -3.46741 -0.02556
C -3.28029 -4.37840 0.24302
C -2.06804 -3.92684 0.74814
C -1.83745 -2.56617 0.96783
N -0.64849 -2.04621 1.49049
C 0.08092 -2.75476 2.34524
O -0.18234 -3.81960 2.92268
C 1.39622 -2.07536 2.70533
C 2.37394 -2.81639 3.35305
C 3.55710 -2.19189 3.69916
C 3.72122 -0.84611 3.40412
C 2.70019 -0.19002 2.74069
N 1.55793 -0.78714 2.39420
C -2.84781 2.08445 0.96729
C -3.76401 3.08858 1.26730
C -3.32311 4.39515 1.34467
C -1.98308 4.66014 1.10493
C -1.14305 3.59750 0.81642
N -1.55675 2.33051 0.75881
H -4.85721 -1.39099 -0.02628
H -5.26804 -3.80978 -0.35949
H -3.43827 -5.44085 0.09471
H -1.28484 -4.62475 1.00444
H 2.16592 -3.85609 3.55891
H 4.34889 -2.74784 4.18909
H 4.63159 -0.31422 3.64483
H 2.80156 0.84412 2.44228
H -4.79559 2.80132 1.41016
H -4.01399 5.19704 1.58156
H -1.58046 5.66388 1.13928
H -0.09637 3.77159 0.61683
O 3.11892 -0.14165 -0.10297
S 3.00598 -0.09225 -1.54730
O 3.74330 0.98296 -2.18937
O 1.59209 -0.09775 -1.97665
C 3.77498 -1.60974 -2.12621
C 5.05869 -1.46577 -2.64232
C 5.79876 -2.57874 -3.01222
C 5.26502 -3.84679 -2.86166
C 3.98573 -4.00286 -2.35127
C 3.22806 -2.89744 -1.98752
S 1.56068 -3.22667 -1.42161
O 0.72216 -2.93046 -2.56544
O 1.52996 -4.60489 -0.99083
O 1.39614 -2.26333 -0.31610
H 5.46078 -0.46870 -2.74452
H 6.79796 -2.45101 -3.41182
H 5.84482 -4.71908 -3.14077
H 3.54722 -4.98204 -2.21776
Se 3.07622 4.37040 0.82201
C 2.08639 2.85885 0.76273
N 1.40930 1.91453 0.73998
N -2.16170 -2.68224 -2.66896
C -2.26391 -1.35812 -2.40481
N -3.48265 -0.73449 -2.61398
O -1.30116 -0.69363 -2.05320
H -2.95581 -3.25530 -2.42848
H -1.24136 -3.06404 -2.46362
H -4.28887 -1.32397 -2.45392
H -3.51071 0.11473 -2.05962
C -3.84119 2.67671 -4.82218
C -3.52774 3.22929 -3.43247
C -2.12009 2.96808 -3.00504
N -1.81486 2.09984 -2.11849
N -0.45990 1.99675 -1.87446
C 0.22936 2.81190 -2.60862
N 1.57021 2.96900 -2.54010
S -0.73672 3.78233 -3.68586
H -4.88935 2.84060 -5.07633
H -3.64429 1.60438 -4.85141
H -3.22656 3.15485 -5.58795
H -4.16420 2.75542 -2.68271
H -3.73060 4.30248 -3.39113
H 2.16474 2.23499 -2.15601
H 2.01421 3.57938 -3.20249
*
```

Löwdin atomic charge list, values in e, 6 entries:
1. La 2.0888
2. O -0.0463
3. C -0.5023
4. N 0.0074
5. C -0.2301
6. C -0.0700

Entry 6:
The following is a DFT calculation (ωB97M-V/def2-TZVPD) of C9H7N as an isolated structure.

Computed properties:
Kohn-Sham gap (spin up / spin down): 6.504 / 6.505 eV
F_max: 0.068 Eh/bohr

```
! RIJCOSX wB97M-V def2-TZVPD def2/J DEFGRID3
* xyz 0 1
C -0.71778 2.94191 -0.52443
C -2.37693 1.83454 -0.29757
C 2.38205 1.01069 0.18170
C 1.81387 -0.24853 0.00272
C 1.54798 2.15707 0.26260
C 0.45295 -0.32915 -0.18927
C 0.15060 2.08670 0.13974
C -0.40408 0.77010 0.04721
C -2.40498 -0.54854 0.34896
N -1.76173 0.67435 -0.01944
H 3.32627 1.22951 0.52869
H 2.34170 -1.23851 0.17639
H 1.96100 3.05852 0.59095
H 0.04879 -1.27323 -0.18414
H -2.50279 -1.31193 -0.43592
H -1.73427 -1.00344 1.16586
H -3.35332 -0.34533 0.67460
*
```

natural (NBO) atomic charge list, values in e, 6 entries:
1. C 0.0903
2. C 0.1301
3. C -0.2632
4. C -0.1192
5. C -0.0540
6. C -0.2886

Entry 7:
The following is a DFT calculation (ωB97M-V/def2-TZVPD) of a 4-piece molecular cluster, C24H36BFN3O11 overall.

Computed properties:
Kohn-Sham gap: 6.287 eV
F_max: 0.022 Eh/bohr

```
! RIJCOSX wB97M-V def2-TZVPD def2/J DEFGRID3
* xyz -1 1
C 2.42863 -1.82770 -0.43133
C 1.66877 -0.54163 -0.65424
C 0.38316 -0.59653 -1.17826
C -0.32704 0.56367 -1.43263
C 0.24941 1.78705 -1.13698
C 1.51684 1.87768 -0.56622
C 2.05527 3.24019 -0.20119
C 1.89908 3.57534 1.30667
C 0.44797 3.97129 1.67940
C -0.33234 2.84519 2.38909
C -1.47469 2.21050 1.57414
C -2.80693 2.14397 2.31636
N -3.77079 1.17943 1.74648
C -4.01295 1.18803 0.38215
N -4.16782 0.08341 -0.25108
N -4.14822 2.44794 -0.20940
O 2.45078 2.57397 2.09885
B 3.97217 2.80708 2.07755
O 4.08610 4.23419 1.51366
C 2.84975 4.74507 1.66118
F 2.62756 5.01852 3.04656
C 2.22102 0.70029 -0.34668
H 1.94401 -2.60567 -1.02588
H 3.44360 -1.74248 -0.82200
H 2.46307 -2.11756 0.61615
H -0.07403 -1.55657 -1.40357
H -1.32772 0.48923 -1.84639
H -0.29824 2.70177 -1.34614
H 1.52228 3.97598 -0.81562
H 3.11419 3.31615 -0.45276
H -0.07448 4.25532 0.75814
H 0.45198 4.85889 2.31203
H -0.71665 3.20355 3.35084
H 0.38621 2.05949 2.63197
H -1.21274 1.18387 1.30095
H -1.60948 2.74991 0.63576
H -2.61710 1.81232 3.33986
H -3.29481 3.12022 2.39786
H -3.51593 0.23274 1.99692
H -4.40989 0.29076 -1.21711
H -3.98519 3.22105 0.41636
H -3.60511 2.53929 -1.05430
H 4.49991 2.61038 3.15742
H 4.50729 2.06196 1.23962
H 2.68845 5.70294 1.15263
H 3.21288 0.73878 0.08938
C 5.86202 -3.33582 3.94900
C 5.07091 -4.22888 3.01015
O 4.25817 -3.29077 2.31361
C 4.86357 -2.06647 2.36087
O 4.52782 -1.12040 1.74548
O 5.91248 -2.10893 3.22991
H 6.86920 -3.69496 4.14596
H 5.34500 -3.16966 4.89664
H 5.71156 -4.74498 2.29147
H 4.44629 -4.95616 3.52314
C -5.83789 -2.51951 -1.11614
C -7.29285 -2.93517 -1.21617
O -7.39218 -3.38244 -2.57348
C -6.15547 -3.74693 -2.99156
O -5.93299 -4.31449 -4.01221
O -5.22261 -3.37782 -2.09296
H -5.39687 -2.68096 -0.13874
H -5.67655 -1.48586 -1.40275
H -7.53742 -3.76973 -0.55614
H -7.98920 -2.12037 -1.03832
C -0.24622 -1.73474 -5.03869
C -0.49378 -3.10501 -4.43496
O 0.83374 -3.54504 -4.13428
C 1.62504 -2.44782 -3.99279
O 2.72492 -2.45687 -3.55527
O 0.96717 -1.34014 -4.40392
H -1.03072 -1.01431 -4.82303
H -0.08114 -1.78099 -6.11755
H -1.06588 -3.05197 -3.50731
H -0.97437 -3.80214 -5.11615
*
```

Löwdin atomic charge list, values in e, 6 entries:
1. C -0.0504
2. C -0.2410
3. C -0.0779
4. C -0.1084
5. C -0.0798
6. C -0.1793

Question: What is the formula in the third record?
Answer: C21H18BrClN4OPd